# 1
{"formula": "C41H50BrN5O11Si", "method": "ωB97M-V/def2-TZVPD", "homo_lumo_gap_ev": 8.84, "smiles": "CC[C@@H](Br)[Si@H](CC)CCCCCOC.O=[N+]([O-])c1ccccc1.O=[N+]([O-])c1ccccc1.O=[N+]([O-])c1ccccc1.O=[N+]([O-])c1ccccc1.O=[N+]([O-])c1ccccc1", "e_lumo_ev": -0.97, "e_homo_ev": -9.8, "charge": 0, "symbols": ["C", "C", "C", "Br", "Si", "C", "C", "C", "C", "C", "C", "C", "O", "C", "H", "H", "H", "H", "H", "H", "H", "H", "H", "H", "H", "H", "H", "H", "H", "H", "H", "H", "H", "H", "H", "H", "H", "H", "H", "O", "N", "O", "C", "C", "C", "C", "C", "C", "H", "H", "H", "H", "H", "O", "N", "O", "C", "C", "C", "C", "C", "C", "H", "H", "H", "H", "H", "O", "N", "O", "C", "C", "C", "C", "C", "C", "H", "H", "H", "H", "H", "O", "N", "O", "C", "C", "C", "C", "C", "C", "H", "H", "H", "H", "H", "O", "N", "O", "C", "C", "C", "C", "C", "C", "H", "H", "H", "H", "H"], "positions_angstrom": [[5.0853, -0.2886, 2.8759], [4.1996, -0.8142, 1.7368], [2.7964, -1.2688, 2.1543], [1.7917, 0.2127, 2.9410], [1.8399, -2.1009, 0.7320], [0.8838, -0.9598, -0.4002], [-0.3766, -0.2704, 0.1456], [0.7396, -3.4528, 1.4514], [0.4960, -4.7344, 0.6127], [1.7217, -5.3876, -0.0627], [1.8702, -5.0558, -1.5704], [3.3035, -4.8466, -2.0979], [3.3871, -3.6564, -2.8711], [4.5779, -2.8999, -2.7567], [5.7811, 0.4722, 2.5147], [5.6872, -1.0970, 3.2999], [4.4905, 0.1518, 3.6790], [4.1013, -0.0634, 0.9433], [4.6778, -1.6899, 1.2818], [2.8766, -2.0039, 2.9619], [2.9048, -2.7109, -0.0924], [0.5919, -1.6149, -1.2358], [1.5640, -0.2235, -0.8456], [-0.9657, 0.1415, -0.6798], [-0.1368, 0.5559, 0.8165], [-1.0313, -0.9679, 0.6769], [-0.2410, -2.9861, 1.6215], [1.1129, -3.7265, 2.4453], [-0.2664, -4.5384, -0.1495], [0.0473, -5.4722, 1.2874], [1.6135, -6.4727, 0.0374], [2.6417, -5.1360, 0.4780], [1.3964, -5.8578, -2.1458], [1.3135, -4.1417, -1.8084], [3.5890, -5.6886, -2.7464], [4.0153, -4.8321, -1.2617], [4.3763, -1.9515, -2.2455], [5.3507, -3.4386, -2.1955], [4.9693, -2.6822, -3.7550], [3.2809, 7.5279, 1.9085], [3.0650, 6.3348, 1.8312], [3.3718, 5.6372, 0.8848], [2.3795, 5.6866, 2.9670], [1.9989, 6.4637, 4.0470], [1.3470, 5.8502, 5.1070], [1.0861, 4.4859, 5.0675], [1.4836, 3.7266, 3.9740], [2.1393, 4.3245, 2.9090], [2.2091, 7.5236, 4.0537], [1.0331, 6.4397, 5.9576], [0.5721, 4.0129, 5.8954], [1.2972, 2.6619, 3.9424], [2.4577, 3.7487, 2.0516], [-3.4279, 1.1323, 0.8251], [-3.8472, -0.0015, 0.9447], [-3.6605, -0.8896, 0.1343], [-4.6256, -0.3231, 2.1516], [-4.8594, 0.6797, 3.0769], [-5.5957, 0.3702, 4.2104], [-6.0788, -0.9190, 4.3985], [-5.8274, -1.9087, 3.4562], [-5.0936, -1.6154, 2.3167], [-4.4702, 1.6738, 2.9097], [-5.7914, 1.1378, 4.9477], [-6.6545, -1.1538, 5.2848], [-6.2034, -2.9122, 3.6069], [-4.8858, -2.3679, 1.5698], [-2.5885, 6.0830, 6.4594], [-2.1952, 6.7859, 5.5497], [-1.2417, 7.5355, 5.6196], [-2.9082, 6.7091, 4.2608], [-4.0203, 5.8907, 4.1632], [-4.6875, 5.8286, 2.9491], [-4.2369, 6.5729, 1.8657], [-3.1142, 7.3822, 1.9875], [-2.4379, 7.4578, 3.1960], [-4.3508, 5.3217, 5.0202], [-5.5623, 5.1990, 2.8498], [-4.7633, 6.5227, 0.9209], [-2.7635, 7.9572, 1.1405], [-1.5623, 8.0798, 3.3144], [3.5174, -9.3941, -9.1495], [4.2476, -8.6398, -8.5388], [5.4484, -8.5562, -8.7006], [3.6307, -7.7611, -7.5245], [2.2682, -7.8577, -7.3012], [1.6972, -7.0358, -6.3409], [2.4876, -6.1413, -5.6299], [3.8523, -6.0592, -5.8758], [4.4382, -6.8762, -6.8312], [1.6753, -8.5608, -7.8683], [0.6338, -7.0960, -6.1481], [2.0415, -5.4989, -4.8798], [4.4597, -5.3552, -5.3210], [5.4973, -6.8319, -7.0403], [-4.4106, 4.9783, -5.6646], [-3.7528, 5.0144, -4.6438], [-3.2184, 6.0121, -4.2019], [-3.5922, 3.7583, -3.8861], [-4.1681, 2.6031, -4.3856], [-4.0039, 1.4254, -3.6708], [-3.2820, 1.4198, -2.4837], [-2.7177, 2.5941, -1.9992], [-2.8679, 3.7778, -2.7068], [-4.7273, 2.6315, -5.3095], [-4.4430, 0.5086, -4.0430], [-3.1614, 0.4976, -1.9280], [-2.1608, 2.5858, -1.0716], [-2.4320, 4.7023, -2.3555]], "forces_ev_per_angstrom": [[0.06, -0.10, -0.08], [-0.12, 0.12, 0.05], [0.40, -0.35, -0.14], [-0.09, -0.03, 0.04], [-0.12, -0.03, 0.05], [-0.13, 0.02, -0.09], [-0.04, 0.10, -0.20], [-0.20, 0.01, -0.26], [0.02, -0.11, 0.15], [0.01, -0.12, -0.15], [0.00, 0.22, 0.01], [0.00, -0.34, 0.04], [-0.15, 0.04, 0.12], [0.11, -0.07, 0.05], [-0.07, -0.06, 0.04], [-0.12, 0.05, 0.05], [0.06, 0.02, -0.10], [0.02, -0.07, 0.10], [-0.03, 0.13, -0.04], [0.00, 0.15, 0.01], [0.16, -0.08, -0.04], [0.07, 0.07, 0.06], [-0.04, -0.05, 0.08], [0.03, -0.04, 0.09], [0.00, -0.15, -0.02], [0.10, 0.05, -0.01], [0.12, -0.05, 0.15], [0.06, 0.00, -0.12], [0.10, 0.03, 0.02], [-0.02, 0.08, -0.09], [0.10, 0.09, 0.00], [-0.11, 0.10, -0.03], [-0.05, 0.13, 0.02], [0.11, -0.04, 0.07], [0.04, 0.03, 0.15], [-0.07, 0.18, -0.08], [0.00, -0.09, -0.03], [-0.09, 0.04, -0.07], [-0.06, -0.02, 0.07], [-0.02, -0.04, 0.00], [0.02, 0.01, -0.01], [-0.01, 0.02, 0.04], [-0.03, -0.03, 0.02], [-0.02, 0.01, 0.05], [0.01, -0.03, -0.02], [0.01, 0.01, -0.01], [0.02, 0.04, -0.02], [-0.03, -0.03, 0.01], [0.01, -0.04, -0.04], [0.01, -0.01, -0.03], [0.02, 0.01, -0.01], [-0.04, 0.08, 0.07], [0.00, 0.05, 0.01], [-0.01, -0.02, 0.03], [0.08, 0.01, -0.05], [-0.07, 0.00, 0.03], [-0.05, -0.02, 0.07], [-0.02, 0.00, 0.05], [0.01, -0.03, -0.03], [0.01, 0.00, -0.02], [0.01, 0.04, 0.00], [-0.02, -0.02, 0.03], [0.01, -0.04, -0.03], [0.01, -0.02, -0.02], [0.02, 0.00, -0.02], [0.01, 0.03, 0.00], [0.01, 0.05, 0.00], [0.00, 0.03, -0.02], [0.09, -0.08, -0.07], [-0.08, 0.05, 0.05], [-0.04, 0.02, -0.03], [-0.03, -0.01, -0.04], [0.04, 0.02, 0.01], [0.02, 0.00, 0.01], [-0.02, -0.03, 0.03], [0.00, 0.00, -0.04], [0.04, 0.04, 0.00], [0.02, 0.02, 0.00], [0.02, -0.01, 0.02], [-0.01, -0.01, 0.02], [-0.03, -0.03, 0.04], [0.02, 0.02, 0.02], [0.00, 0.00, -0.01], [-0.04, 0.00, 0.01], [-0.02, 0.02, 0.04], [-0.03, 0.01, 0.02], [0.06, -0.01, 0.00], [-0.02, 0.03, 0.04], [-0.02, -0.03, -0.01], [0.00, 0.04, 0.03], [0.06, 0.01, 0.00], [0.03, 0.01, -0.01], [0.02, 0.01, -0.03], [-0.02, -0.01, -0.01], [-0.04, -0.04, -0.02], [0.03, 0.00, 0.04], [-0.01, 0.02, -0.01], [-0.02, -0.02, 0.00], [-0.01, -0.07, -0.01], [0.00, -0.05, 0.03], [0.01, 0.04, 0.00], [0.01, -0.02, 0.02], [-0.02, 0.02, -0.12], [0.05, 0.00, 0.08], [0.03, 0.04, 0.02], [0.01, 0.03, 0.01], [-0.02, 0.05, 0.00], [-0.03, -0.02, -0.01], [-0.03, -0.01, -0.05]], "mulliken_charge": [-1.28, -0.43, -0.09, -0.15, -0.08, -0.29, -0.78, -0.68, -0.99, -0.60, -0.64, -0.80, -0.33, -0.83, 0.35, 0.33, 0.33, 0.32, 0.27, 0.46, -0.18, 0.31, 0.50, 0.15, 0.21, 0.13, 0.34, 0.45, 0.38, 0.40, 0.42, 0.34, 0.38, 0.25, 0.50, 0.56, 0.19, 0.40, 0.27, -0.61, 1.04, -0.62, 0.09, -0.46, -0.42, -0.81, -0.15, -0.21, 0.48, 0.45, 0.43, 0.08, 0.59, -0.53, 1.06, -0.58, 0.08, -0.47, -0.48, -0.45, -0.48, -0.34, 0.61, 0.38, 0.38, 0.38, 0.46, -0.63, 1.08, -0.61, 0.17, -0.42, -0.41, -0.53, -0.51, -0.32, 0.48, 0.42, 0.43, 0.40, 0.48, -0.61, 1.01, -0.60, 0.06, -0.40, -0.50, -0.39, -0.33, -0.42, 0.46, 0.38, 0.49, 0.39, 0.45, -0.62, 1.03, -0.61, 0.05, -0.31, -0.66, -0.33, -0.17, -0.59, 0.47, 0.39, 0.40, 0.44, 0.47]}



# 2
{"formula": "C41H51BN6O2S2Si4Ti", "method": "ωB97M-V/def2-TZVPD", "homo_lumo_gap_ev": [4.05, 4.59], "s_squared": 2.0599, "e_lumo_ev": [4.16, 4.16], "spin_multiplicity": 3, "e_homo_ev": [0.1, -0.4], "charge": -2, "symbols": ["Ti", "C", "C", "N", "C", "C", "C", "C", "C", "C", "C", "N", "C", "C", "C", "C", "C", "C", "C", "C", "N", "C", "H", "H", "H", "H", "H", "H", "H", "H", "H", "H", "H", "H", "C", "S", "C", "S", "N", "N", "C", "C", "C", "C", "C", "C", "N", "H", "H", "H", "H", "H", "H", "H", "H", "O", "B", "O", "C", "C", "C", "C", "C", "C", "H", "H", "H", "H", "C", "Si", "C", "C", "Si", "Si", "C", "C", "C", "Si", "C", "C", "C", "H", "H", "H", "H", "H", "H", "H", "H", "H", "H", "H", "H", "H", "H", "H", "H", "H", "H", "H", "H", "H", "H", "H", "H", "H", "H", "H"], "positions_angstrom": [[1.7726, -0.8839, 1.1245], [-0.9735, -4.2099, 1.5769], [0.0564, -3.4108, 1.1479], [0.0967, -2.0642, 1.3904], [-0.9041, -1.5195, 2.1761], [-2.0012, -2.2868, 2.6288], [-2.0437, -3.6698, 2.2910], [-2.9835, -1.6541, 3.4151], [-2.8450, -0.3280, 3.7536], [-1.7450, 0.4220, 3.3356], [-0.7398, -0.1552, 2.5465], [0.4636, 0.4077, 2.1016], [1.0331, 1.5731, 2.6308], [0.4215, 2.6715, 3.2519], [1.1828, 3.7363, 3.7404], [2.5561, 3.7525, 3.6412], [3.2252, 2.6918, 3.0026], [4.6329, 2.6281, 2.8220], [5.1754, 1.5363, 2.1508], [4.3700, 0.5333, 1.6594], [3.0152, 0.5791, 1.8252], [2.4490, 1.6287, 2.4834], [-0.9426, -5.2641, 1.3275], [0.8987, -3.8046, 0.5953], [-2.8726, -4.2812, 2.6270], [-3.8338, -2.2334, 3.7608], [-3.6005, 0.1582, 4.3628], [-1.6910, 1.4439, 3.6562], [-0.6454, 2.7552, 3.3277], [0.6652, 4.5678, 4.2080], [3.1338, 4.5828, 4.0351], [5.2603, 3.4233, 3.2072], [6.2463, 1.4592, 1.9975], [4.7549, -0.3275, 1.1316], [4.5912, 0.2185, -3.5748], [3.4651, -1.1947, -3.5304], [3.0574, -1.1888, -1.7952], [2.2605, 0.1893, -1.1114], [3.3846, -2.2294, -1.1182], [2.9640, -2.1861, 0.1843], [3.4913, -3.2390, 0.9429], [3.2669, -3.1549, 2.2785], [3.6982, -4.0963, 3.2851], [3.4454, -3.8598, 4.5922], [2.7425, -2.6759, 4.9848], [2.3344, -1.8240, 3.9970], [2.5629, -2.0235, 2.6869], [4.7993, 0.4420, -4.6224], [5.5242, -0.0052, -3.0579], [4.1237, 1.0866, -3.1121], [4.0580, -4.0187, 0.4545], [4.2294, -4.9853, 2.9637], [3.7751, -4.5701, 5.3440], [2.5217, -2.4578, 6.0200], [1.7842, -0.9161, 4.2299], [-0.3025, -1.6890, -1.8818], [-1.1738, -0.7798, -1.2778], [-2.3393, -1.4498, -0.8830], [-2.1626, -2.7599, -1.2277], [-3.0127, -3.8268, -1.0415], [-2.5577, -5.0656, -1.4903], [-1.3124, -5.2092, -2.0946], [-0.4619, -4.1222, -2.2827], [-0.9213, -2.9027, -1.8322], [-3.9622, -3.7040, -0.5388], [-3.1811, -5.9406, -1.3510], [-0.9931, -6.1929, -2.4173], [0.5210, -4.2181, -2.7248], [1.1389, 3.4230, -0.1847], [0.1909, 2.9883, -1.7416], [-0.9275, 4.4790, -2.1125], [1.3634, 2.8687, -3.2190], [-1.3357, 1.1950, -1.6671], [-2.0172, 0.8092, -3.8919], [-0.7208, -0.1860, -4.8348], [-2.3369, 2.4009, -4.8713], [-3.6409, -0.1815, -3.8949], [-3.2813, 1.9568, -0.5542], [-4.3500, 0.5823, 0.1584], [-4.3782, 2.9550, -1.7404], [-2.7864, 3.0886, 0.8740], [1.7424, 4.3135, -0.3969], [1.8164, 2.6312, 0.1309], [0.4806, 3.6482, 0.6582], [-0.2879, 5.3646, -2.2008], [-1.6554, 4.6677, -1.3227], [-1.4713, 4.3621, -3.0521], [1.5831, 3.8824, -3.5716], [0.9478, 2.3002, -4.0520], [2.2915, 2.3783, -2.9227], [0.1915, 0.3859, -5.0110], [-1.1400, -0.4819, -5.8028], [-0.4261, -1.0831, -4.2877], [-1.4349, 3.0064, -4.9789], [-3.1081, 3.0157, -4.4037], [-2.6826, 2.1242, -5.8741], [-3.8958, -0.5629, -2.9045], [-3.5641, -1.0411, -4.5674], [-4.4694, 0.4442, -4.2388], [-4.8110, -0.0270, -0.6224], [-5.1398, 1.0591, 0.7503], [-3.7874, -0.0835, 0.8123], [-4.7569, 2.3206, -2.5460], [-3.8411, 3.7914, -2.1917], [-5.2373, 3.3561, -1.1916], [-1.8638, 2.7462, 1.3404], [-3.5716, 3.0706, 1.6368], [-2.6356, 4.1241, 0.5595]], "forces_ev_per_angstrom": [[0.60, 0.11, 0.02], [0.12, -0.05, -0.03], [0.00, -0.07, -0.04], [-0.21, 0.52, -0.10], [-0.08, 0.11, 0.04], [-0.03, 0.08, -0.06], [0.01, 0.00, -0.01], [-0.04, -0.07, 0.00], [-0.03, 0.06, -0.01], [0.05, -0.04, -0.07], [-0.06, 0.08, -0.01], [0.12, 0.05, 0.29], [-0.18, -0.03, 0.10], [0.05, -0.05, -0.07], [-0.06, -0.03, 0.01], [0.07, 0.08, 0.02], [-0.14, 0.02, -0.12], [0.03, 0.03, 0.03], [0.15, -0.13, -0.11], [-0.20, 0.29, 0.23], [-0.08, -0.11, -0.04], [-0.07, 0.12, 0.28], [-0.01, 0.00, 0.01], [-0.01, -0.05, 0.00], [0.00, 0.00, 0.01], [0.01, 0.01, 0.00], [0.00, -0.02, 0.00], [0.00, -0.01, 0.03], [-0.06, 0.02, -0.02], [0.01, 0.00, 0.00], [-0.01, -0.01, -0.01], [-0.01, -0.01, -0.01], [-0.01, 0.01, 0.01], [0.01, -0.01, -0.01], [0.00, 0.07, -0.03], [0.03, -0.03, 0.06], [0.08, 0.00, -0.18], [-0.29, -0.19, 0.18], [-0.18, -0.02, -0.13], [0.15, -0.48, 0.03], [0.04, 0.03, -0.04], [0.19, -0.24, 0.09], [-0.01, 0.02, 0.03], [0.03, -0.06, -0.06], [-0.05, 0.11, -0.06], [-0.01, 0.02, 0.16], [0.03, -0.03, -0.31], [0.00, -0.02, 0.01], [-0.01, -0.03, 0.01], [-0.01, -0.03, 0.00], [0.00, -0.01, -0.02], [-0.01, 0.00, 0.01], [-0.01, 0.01, 0.00], [0.00, 0.00, 0.00], [0.00, -0.02, 0.04], [0.10, 0.03, 0.08], [-0.09, 0.09, -0.44], [-0.03, -0.01, 0.17], [0.06, -0.14, -0.04], [0.07, 0.09, -0.02], [-0.06, -0.01, 0.00], [0.01, -0.05, -0.02], [0.01, 0.13, 0.04], [-0.06, -0.09, 0.02], [0.00, -0.01, 0.00], [0.00, 0.01, 0.00], [0.01, 0.01, 0.00], [-0.01, 0.00, 0.01], [-0.06, -0.01, -0.13], [0.04, -0.15, -0.03], [0.07, 0.01, -0.04], [0.02, 0.10, 0.08], [-0.09, -0.01, 0.18], [0.08, 0.07, 0.11], [-0.14, 0.05, -0.02], [-0.02, -0.16, -0.09], [0.04, 0.01, -0.05], [0.20, -0.06, -0.09], [-0.04, 0.13, -0.03], [-0.03, -0.06, 0.13], [-0.14, 0.01, -0.01], [-0.02, -0.01, 0.03], [0.01, -0.02, -0.04], [0.01, 0.00, -0.06], [-0.04, 0.00, 0.00], [0.03, -0.01, 0.02], [0.01, 0.00, 0.00], [0.05, -0.02, -0.02], [-0.06, 0.02, 0.01], [-0.07, 0.04, 0.00], [0.00, 0.02, 0.00], [0.07, -0.02, -0.01], [-0.05, 0.02, -0.01], [0.02, -0.03, 0.01], [0.00, -0.02, 0.01], [0.01, 0.06, 0.00], [0.04, 0.00, 0.01], [-0.01, 0.03, 0.00], [-0.01, -0.02, 0.01], [0.01, 0.02, 0.01], [-0.04, -0.07, -0.02], [0.06, 0.02, 0.05], [-0.01, 0.00, 0.02], [0.02, 0.00, 0.02], [0.00, 0.01, -0.04], [0.06, -0.07, 0.05], [0.04, 0.05, 0.01], [-0.01, -0.03, -0.01]], "mulliken_charge": [-1.95, -0.89, -0.63, 1.10, -0.60, 1.84, -1.67, -1.09, -1.16, -0.58, 0.54, 1.36, 0.79, -0.38, -1.34, -0.96, 1.32, -1.26, -0.91, -0.65, 1.34, -0.32, 0.42, 0.55, 0.31, 0.33, 0.33, 0.12, 0.12, 0.34, 0.34, 0.34, 0.39, 0.40, -0.68, -0.09, -0.15, 0.08, -1.74, 2.69, -1.66, 1.41, -1.44, -0.08, -1.21, -0.07, 0.78, 0.34, 0.29, 0.08, 0.20, 0.41, 0.36, 0.40, 0.23, -0.19, -3.30, -0.31, 0.54, -0.92, -0.77, -0.63, -0.97, 0.70, 0.52, 0.38, 0.38, 0.51, -0.44, 1.65, -1.18, -0.59, 2.39, 1.02, -0.98, -1.24, -1.23, 0.63, -0.63, -1.24, -0.58, 0.53, -0.31, 0.16, 0.45, 0.21, 0.21, 0.53, 0.11, -0.25, 0.25, 0.37, 0.10, 0.29, 0.31, 0.42, 0.11, 0.47, 0.38, 0.18, 0.53, -0.14, 0.24, 0.28, 0.41, -0.28, 0.46, 0.46]}